Entry 1:
# C5H6

2 unconnected molecules or ions with the total composition C5H6 at a distorted geometry (ωB97M-V/def2-TZVPD, the OMol25 dataset).

The value obtained for the highest occupied orbital energy is -9.9 eV. The calculated total energy comes out at -5275.2886 eV. Its energy relative to the best compared isomer or geometry (same formula, charge and spin) is 570.28 kJ/mol. The calculation puts the HOMO-LUMO gap at 9.88 eV. The max |F| is 6.69 eV/A.

The geometry in ORCA input format:
```
! wB97M-V def2-TZVPD RIJCOSX def2/J DEFGRID3
* xyz 0 1
C -3.200 0.016 -0.118
C -2.062 0.108 0.199
C 0.935 0.720 -0.119
C 0.836 -0.766 -0.271
C 0.071 -0.149 0.858
H -4.213 0.189 -0.521
H 1.876 1.036 0.042
H 0.418 1.385 -0.881
H 0.192 -1.222 -1.006
H 1.804 -1.389 0.036
H 0.021 -0.044 1.882
*
```

Now the Löwdin charges, all in e: -0.088 -0.040 -0.153 -0.190 -0.017 0.019 0.045 0.124 0.092 0.152 0.055

***

Entry 2:
# C5H6B11Br6FN2PdS2

A molecular structure, C5H6B11Br6FN2PdS2 at a distorted geometry (ωB97M-V/def2-TZVPD, the OMol25 dataset).

The value obtained for the highest occupied orbital energy (spin up / spin down) is -2.8 / -2.8 eV. The calculated total energy comes out at -463832.2328 eV. The calculation puts the HOMO-LUMO gap (spin up / spin down) at 5.81 / 5.81 eV. The max |F| is 5.90 eV/A.

The geometry in ORCA input format:
```
! wB97M-V def2-TZVPD RIJCOSX def2/J DEFGRID3
* xyz -2 1
Pd -0.775 0.130 1.798
Br -4.289 1.351 -0.956
B -2.595 0.580 -1.396
B -2.397 -0.459 -2.872
C -1.160 -1.668 -2.731
B -2.140 -1.157 -1.220
B -0.348 -1.845 -1.453
B 0.554 -0.776 -2.343
B -0.732 -0.274 -3.513
B -1.636 1.187 -2.851
Br -2.169 2.779 -3.862
B 0.162 0.936 -2.407
Br 1.620 2.050 -3.029
B 0.274 0.235 -0.953
Br 3.042 1.419 0.742
B -1.526 0.365 -0.194
Br -3.039 -0.373 2.691
B -0.988 1.478 -1.181
Br -0.821 3.226 -0.501
H -3.261 -0.779 -3.603
H -0.724 -0.987 1.138
H -2.957 -1.989 -0.939
H -0.223 -2.748 -0.690
H 1.654 -1.009 -2.772
H -0.413 -0.301 -4.662
S 1.368 -0.045 0.616
C 1.915 -0.300 4.069
S 0.410 0.468 4.018
C 3.107 -0.156 4.793
C 4.251 -0.906 4.434
N 5.162 -1.553 4.204
C 3.217 0.836 5.773
N 3.509 1.596 6.629
F 1.948 -1.312 3.220
*
```

Now the Löwdin charges, all in e: 0.411 0.837 -0.985 -0.308 0.134 -0.215 -0.227 -0.328 -0.326 -0.834 0.759 -0.974 0.810 -0.734 0.262 -0.456 -0.015 -1.111 0.895 0.135 -0.019 0.133 0.119 0.145 0.144 0.478 -0.784 0.607 -0.284 -0.231 0.135 -0.244 0.117 -0.045

***

Entry 3:
# C5H6BIO

C5H6BIO in the gas phase (ωB97M-V/def2-TZVPD, the OMol25 dataset).

The value obtained for the highest occupied orbital energy is -9.7 eV. The SMILES is C#CCB(I)CC=O. The calculated total energy comes out at -16105.2837 eV. Its energy relative to the best compared isomer or geometry (same formula, charge and spin) is 0.00 kJ/mol. The calculation puts the HOMO-LUMO gap at 9.43 eV. The max |F| is 0.29 eV/A.

The geometry in ORCA input format:
```
! wB97M-V def2-TZVPD RIJCOSX def2/J DEFGRID3
* xyz 0 1
C 2.852 -0.322 0.382
C 1.924 0.290 -0.068
C 0.782 1.015 -0.620
B -0.452 0.797 0.338
I -0.364 1.528 2.342
C -1.721 -0.009 -0.119
C -1.351 -1.472 -0.045
O -0.971 -2.112 -0.989
H 3.666 -0.895 0.752
H 1.018 2.078 -0.710
H 0.554 0.610 -1.609
H -2.566 0.184 0.541
H -1.957 0.226 -1.158
H -1.414 -1.919 0.963
*
```

Now the Löwdin charges, all in e: 0.123 -0.197 -0.207 -0.837 0.895 -0.161 -0.284 0.069 0.029 0.113 0.114 0.093 0.118 0.132

***

Entry 4:
# C5H6Br2N2O2

A molecular structure, C5H6Br2N2O2 at a distorted geometry (ωB97M-V/def2-TZVPD, the OMol25 dataset).

The value obtained for the highest occupied orbital energy (spin up / spin down) is -9.1 / -9.1 eV. The calculated total energy comes out at -152434.4782 eV. Its energy relative to the best compared isomer or geometry (same formula, charge and spin) is 755.45 kJ/mol. The calculation puts the HOMO-LUMO gap (spin up / spin down) at 7.98 / 7.98 eV. The max |F| is 6.20 eV/A.

The geometry in ORCA input format:
```
! wB97M-V def2-TZVPD RIJCOSX def2/J DEFGRID3
* xyz 0 1
C 1.025 -0.361 -0.470
C -1.194 -0.459 0.764
C -0.025 0.088 0.407
C 0.512 -0.543 -1.914
C -2.279 0.249 1.523
N 2.002 0.679 -0.145
N 1.435 1.312 0.781
O 3.134 0.886 -0.596
O 1.411 2.426 1.208
Br -1.567 -2.221 0.156
Br 1.968 -1.981 0.209
H 1.164 -0.963 -2.673
H 0.425 0.420 -2.259
H -0.400 -0.957 -1.894
H -2.737 0.795 0.699
H -1.907 0.999 2.190
H -2.967 -0.370 2.016
*
```

Now the Löwdin charges, all in e: -0.749 -0.661 -0.080 -0.046 -0.098 -0.308 -0.086 0.028 0.083 0.805 0.718 0.100 0.069 -0.005 0.092 0.083 0.053

***

Entry 5:
# C5H6BrF2N2O

A gas-phase ion, C5H6BrF2N2O (charge +1) at a distorted geometry (ωB97M-V/def2-TZVPD, the OMol25 dataset).

The value obtained for the highest occupied orbital energy is -12.7 eV. The SMILES is O/C=[NH+]/C=N\C(=C/Br)C(F)F. The calculated total energy comes out at -85777.7878 eV. Its energy relative to the best compared isomer or geometry (same formula, charge and spin) is 248.68 kJ/mol. The calculation puts the HOMO-LUMO gap at 7.47 eV. The max |F| is 6.13 eV/A.

The geometry in ORCA input format:
```
! wB97M-V def2-TZVPD RIJCOSX def2/J DEFGRID3
* xyz 1 1
O 1.982 -2.099 -1.488
C 1.185 -1.386 -0.791
N 0.939 -1.756 0.453
C 0.246 -0.911 1.434
N -0.505 0.069 1.321
C -1.029 0.920 0.352
C -2.185 0.742 -0.319
Br -3.181 -0.900 -0.224
C -0.151 2.204 0.129
F 1.118 1.778 -0.079
F -0.550 2.819 -1.092
H 2.302 -1.712 -2.303
H 0.703 -0.408 -0.998
H 1.319 -2.485 1.004
H 0.319 -1.108 2.493
H -2.493 1.427 -0.940
H -0.021 2.805 1.049
*
```

Now the Löwdin charges, all in e: 0.233 -0.068 0.189 -0.095 0.129 -0.312 -0.452 0.715 -0.247 0.040 0.038 0.168 0.175 0.161 0.150 0.001 0.175

***

Entry 6:
# C5H6BrN

2 unconnected molecules or ions with the total composition C5H6BrN at a distorted geometry (ωB97M-V/def2-TZVPD, the OMol25 dataset).

The value obtained for the highest occupied orbital energy (spin up / spin down) is -8.6 / -8.6 eV. The calculated total energy comes out at -76807.8500 eV. Its energy relative to the best compared isomer or geometry (same formula, charge and spin) is 529.61 kJ/mol. The calculation puts the HOMO-LUMO gap (spin up / spin down) at 7.85 / 7.86 eV. The max |F| is 4.78 eV/A.

The geometry in ORCA input format:
```
! wB97M-V def2-TZVPD RIJCOSX def2/J DEFGRID3
* xyz 0 1
C 0.329 -0.784 1.764
C -0.021 0.691 -1.101
C -0.700 -0.016 -0.219
C 1.154 -1.820 2.493
C -0.675 1.544 -2.171
N 0.752 -0.293 2.812
Br -2.288 -0.853 -0.249
H 0.949 0.938 -1.054
H 0.607 -2.614 3.017
H 2.105 -2.163 2.192
H -0.539 2.594 -1.946
H -0.056 1.564 -3.203
H -1.618 1.213 -2.335
*
```

Now the Löwdin charges, all in e: -0.189 -0.241 -0.613 -0.104 -0.093 0.085 0.780 0.059 0.064 0.045 0.073 0.129 0.006

***

Entry 7:
# C5H6BrNO

3 unconnected molecules or ions with the total composition C5H6BrNO at a distorted geometry (ωB97M-V/def2-TZVPD, the OMol25 dataset).

The value obtained for the highest occupied orbital energy is -10.2 eV. The calculated total energy comes out at -78860.2392 eV. Its energy relative to the best compared isomer or geometry (same formula, charge and spin) is 160.31 kJ/mol. The calculation puts the HOMO-LUMO gap at 10.46 eV. The max |F| is 7.19 eV/A.

The geometry in ORCA input format:
```
! wB97M-V def2-TZVPD RIJCOSX def2/J DEFGRID3
* xyz 0 1
C 1.656 1.489 -1.240
C -2.524 -0.247 -1.218
C -0.124 1.171 0.620
C 1.368 -0.698 -0.217
C 0.995 0.599 -0.334
N 2.350 2.192 -1.845
O -3.620 -0.181 -1.514
Br -1.910 -3.065 2.058
H -0.407 2.135 0.142
H 0.320 1.494 1.602
H -0.970 0.420 0.644
H 1.160 -1.403 0.456
H 2.203 -0.824 -0.933
H -0.499 -3.082 1.779
*
```

Now the Löwdin charges, all in e: -0.212 0.027 -0.072 0.091 -0.337 0.159 0.043 0.297 0.074 0.091 0.034 0.011 0.085 -0.291